This record from OMol25 describes a molecular structure, C34H27AsBrN3NaO5S. The level of theory is ωB97M-V/def2-TZVPD.

```
73
Properties=species:S:1:pos:R:3:forces:R:3
Na 0.50688 -1.10505 0.69342 0.0 -0.5 0.1
O 0.11650 0.43671 5.22368 -0.1 -0.4 0.6
C 0.09380 0.22969 4.00523 -0.9 0.2 -1.6
O -0.51101 -0.64245 3.30989 1.0 0.5 0.9
C 0.91340 1.29397 3.20320 0.3 -1.1 0.2
C 1.31062 2.46267 3.84856 0.4 1.2 0.0
C 2.28778 3.25419 3.23016 -1.2 -0.3 0.7
C 2.77572 2.76962 2.03144 1.7 2.1 -1.2
C 2.27581 1.68829 1.37787 -1.2 -1.3 -0.4
N 1.35271 0.94100 1.99344 -0.3 -0.2 -0.1
H 0.83885 2.77011 4.79068 0.3 -0.4 -0.4
H 2.56629 4.25095 3.63769 0.1 -1.0 -0.3
H 3.53792 3.34182 1.50127 0.0 0.0 0.2
H 2.50371 1.35585 0.32435 0.1 0.6 1.3
O -1.24980 -2.68154 0.32178 -0.6 -0.5 -0.7
N -1.40741 -3.74901 -0.46281 -0.6 -0.1 1.7
C -2.48099 -4.57940 -0.23104 1.2 0.7 0.3
C -2.56838 -5.78464 -0.84419 -0.2 0.0 -0.5
C -1.60569 -6.15234 -1.78869 -0.3 -0.9 -1.1
C -0.55297 -5.30127 -2.03330 -2.2 -1.0 1.3
C -0.39235 -4.12948 -1.29526 0.0 0.9 -0.2
S 0.93976 -3.14636 -1.46608 0.9 0.4 -0.1
H -3.14413 -4.29034 0.57055 0.0 0.4 -0.1
H -3.41112 -6.40048 -0.63487 -0.5 -0.4 0.1
H -1.77005 -7.10432 -2.37954 0.5 1.2 0.8
H 0.20728 -5.57024 -2.66931 1.6 -0.4 -1.5
O 4.46818 0.18589 4.90479 -0.1 0.2 0.5
C 3.87802 -0.55894 3.96559 0.3 -0.7 -1.4
C 2.83169 -1.44380 4.20812 -0.9 0.8 0.5
C 2.21201 -2.05702 3.13783 -0.2 -1.0 -0.8
N 2.64845 -2.03073 1.86321 1.4 1.0 1.3
C 3.76957 -1.30018 1.73813 -0.8 -0.1 -0.9
Br 4.45288 -1.30117 -0.02585 0.2 0.1 -0.3
C 4.39643 -0.49420 2.66375 -0.1 -0.4 0.6
H 3.91057 0.09609 5.68094 0.0 0.2 0.5
H 2.28821 -1.44766 5.16235 0.5 -0.1 -0.2
H 1.32432 -2.68030 3.25096 0.1 0.4 0.4
H 5.25500 0.13114 2.41737 -0.3 -0.2 0.1
O 1.03970 0.10164 -1.33309 -0.7 1.0 -1.0
As -0.29489 0.96665 -1.85791 -0.7 -0.9 0.9
C 0.00983 2.44838 -3.04191 0.3 1.2 -0.5
C 1.35455 2.73106 -3.26975 -0.1 0.2 -0.9
C 1.73847 3.76789 -4.12773 -0.9 0.3 0.9
C 0.74370 4.61661 -4.64102 1.9 -0.6 -0.2
C -0.58349 4.35564 -4.42532 -1.4 0.3 0.2
C -0.97072 3.30919 -3.62565 0.2 -2.1 1.3
C -1.72341 -0.13286 -2.65685 0.1 -1.0 0.6
C -1.36528 -1.28791 -3.35897 0.5 0.3 -0.2
C -2.31697 -2.28793 -3.58018 0.1 -0.7 -0.4
C -3.61765 -2.19959 -3.07590 0.1 0.3 0.0
C -3.97038 -1.05813 -2.36048 1.0 0.0 -0.7
C -3.02756 -0.06122 -2.15924 0.6 -0.3 -0.6
C -1.11734 1.61721 -0.23473 -0.6 -2.1 0.2
C -1.04780 2.88892 0.22254 -0.2 0.7 1.1
C -1.62378 3.17156 1.47764 -0.4 0.8 0.0
C -2.31661 2.24209 2.25480 1.9 0.0 -1.9
C -2.24273 0.92054 1.80918 -0.4 0.5 0.5
C -1.67534 0.60146 0.60329 0.0 2.2 -1.0
H 2.12517 2.11629 -2.84674 0.1 -0.4 0.3
H 2.80402 3.95740 -4.22615 -0.2 0.1 -0.3
H 1.09176 5.43201 -5.24098 -0.2 0.5 -0.3
H -1.40877 4.95650 -4.81593 0.6 0.1 -0.1
H -2.03066 3.08019 -3.41837 0.6 0.3 -0.3
H -0.31310 -1.36445 -3.69150 -0.8 -0.4 0.2
H -2.04343 -3.19612 -4.14239 0.0 0.6 0.4
H -4.36300 -2.99553 -3.22597 0.6 0.3 0.0
H -4.95082 -0.89945 -1.99403 -0.8 -0.1 0.4
H -3.26097 0.77436 -1.57204 -0.6 1.1 0.8
H -0.52906 3.63480 -0.35512 0.0 0.4 0.0
H -1.58254 4.19004 1.84693 0.1 0.1 -0.1
H -2.70824 2.56162 3.18674 -0.4 -0.1 0.7
H -2.58692 0.14514 2.44377 -0.4 -0.7 0.3
H -1.80416 -0.36112 0.20776 0.2 -1.6 -0.2
```
Positions in Å, forces in eV/Å.

The LUMO energy comes out at 2.1 eV. The HOMO-LUMO gap is 6.02 eV. The calculation puts the HOMO energy at -3.90 eV. For the energy above the lowest of the compared OMol25 structures with the same formula, charge and spin, the calculation gives 1.068 eV. The net charge is -1. Its largest force on an atom is 3.0 eV/A.

Partial charges, Löwdin, in e: number 1, Na, carries 0.15; number 2, O, carries -0.03; number 3, C, carries -0.66; number 4, O, carries -0.06; number 5, C, carries -0.19; number 6, C, carries -0.02; number 7, C, carries -0.07; number 8, C, carries -0.11; number 9, C, carries -0.15; number 10, N, carries 0.13; number 11, H, carries 0.12; number 12, H, carries 0.11; number 13, H, carries 0.10; number 14, H, carries 0.11; number 15, O, carries -0.20; number 16, N, carries -0.21; number 17, C, carries -0.04; number 18, C, carries -0.12; number 19, C, carries -0.10; number 20, C, carries -0.13; number 21, C, carries -0.76; number 22, S, carries 0.65; number 23, H, carries 0.12; number 24, H, carries 0.08; number 25, H, carries 0.11; number 26, H, carries 0.06; number 27, O, carries 0.09; number 28, C, carries -0.33; number 29, C, carries 0.00; number 30, C, carries -0.12; number 31, N, carries 0.05; number 32, C, carries -0.75; number 33, Br, carries 0.75; number 34, C, carries -0.07; number 35, H, carries 0.11; number 36, H, carries 0.13; number 37, H, carries 0.13; number 38, H, carries 0.12; number 39, O, carries -0.50; number 40, As, carries 1.22; number 41, C, carries -0.29; number 42, C, carries -0.10; number 43, C, carries -0.07; number 44, C, carries -0.09; number 45, C, carries -0.11; number 46, C, carries -0.08; number 47, C, carries -0.27; number 48, C, carries -0.11; number 49, C, carries -0.08; number 50, C, carries -0.08; number 51, C, carries -0.08; number 52, C, carries -0.11; number 53, C, carries -0.30; number 54, C, carries -0.11; number 55, C, carries -0.08; number 56, C, carries -0.05; number 57, C, carries -0.06; number 58, C, carries -0.10; number 59, H, carries 0.09; number 60, H, carries 0.10; number 61, H, carries 0.09; number 62, H, carries 0.11; number 63, H, carries 0.11; number 64, H, carries 0.10; number 65, H, carries 0.11; number 66, H, carries 0.11; number 67, H, carries 0.09; number 68, H, carries 0.08; number 69, H, carries 0.10; number 70, H, carries 0.10; number 71, H, carries 0.10; number 72, H, carries 0.10; number 73, H, carries 0.07